Below is a structure of composition C3H8O2 at a distorted geometry, with properties calculated with wB97M-V/def2-TZVPD.

Geometry as XYZ:
```
13
Properties=species:S:1:pos:R:3:forces:R:3:nbo_charge:R:1
H -0.8298 1.3253 1.6822 0.18 0.21 -0.02 0.19
H 0.9661 1.4271 1.7222 -0.12 0.37 0.06 0.21
O -0.1167 -1.5494 -1.4307 -0.38 0.28 -0.06 -0.73
H 0.1459 1.5246 -1.1114 0.28 -0.56 2.24 0.19
C 0.1097 0.7915 1.5200 0.13 0.66 -1.75 -0.67
H 1.5063 -0.7694 -0.8786 0.04 0.44 0.03 0.49
C -0.7690 -0.4213 -0.8167 -0.18 -0.62 0.54 -0.12
H 0.1565 0.0043 2.3726 -0.04 0.20 -2.42 0.22
H -1.2305 -0.7656 0.0954 -0.21 -0.24 0.31 0.17
O 1.5916 0.1511 -0.5563 -0.07 -0.18 -0.35 -0.73
C 0.2959 0.6294 -0.3903 -0.59 -0.47 1.75 0.13
H -1.6382 -0.0880 -1.4154 0.93 0.24 -0.23 0.18
H -0.1877 -2.2596 -0.7929 0.04 -0.32 -0.10 0.48
```
Forces are in eV/Å.

Electronic energy ... -7333.0607 eV
Orbital gap ... 10.08 eV
Net charge ... 0
LUMO ... 0.02717 Ha
Multiplicity ... 1
Energy above the lowest of the compared OMol25 structures with the same formula, charge and spin ... 288.48 kJ/mol
Strongest force on any atom ... 2.43 eV Å⁻¹